Record 1
Formula: C7H16O
Source: the OMol25 dataset
Level of theory: ωB97M-V/def2-TZVPD

Geometry (Å):
C  -0.4178  1.6661  -1.8655
C  -1.0419  0.7249  -1.1788
C  -2.2101  0.9615  -0.2667
C  -0.4858  -0.7230  -1.1730
C  1.0301  -0.8396  -1.1507
C  1.7255  -0.1265  -0.0095
C  1.8534  -0.8871  1.3215
H  -0.7056  2.7005  -2.0254
H  0.5587  1.5072  -2.3216
H  -3.1804  0.6709  -0.6818
H  -2.3018  2.0229  -0.1074
H  -2.0997  0.4673  0.6889
H  -0.9210  -1.2283  -0.3051
H  -0.9613  -1.1646  -2.0585
H  1.4074  -0.5185  -2.1177
H  1.3533  -1.8817  -1.1710
H  1.3404  0.8741  0.1685
H  2.7295  0.0829  -0.3728
H  1.8289  -0.1514  2.1186
H  1.0479  -1.5903  1.5333
H  2.7816  -1.4442  1.3254
O  -0.8154  -0.1109  3.2830
H  -1.0483  -0.8980  3.7915
H  -1.4676  -0.1144  2.5750

Computed properties:
Max |F| (eV Å⁻¹): 1.40
SMILES: C=C(C)CCCC.O
Spin multiplicity: 1
ΔE to the lowest compared entry with this formula, charge and spin (kcal/mol): 27.4
Electronic energy (eV): -9565.08394
E_HOMO (eV): -9.275
Gap between HOMO and LUMO (eV): 10.0

Here is what Löwdin gives for the atomic charges, in e: number 1, C, carries 0.03; number 2, C, carries -0.35; number 3, C, carries -0.05; number 4, C, carries -0.17; number 5, C, carries -0.23; number 6, C, carries -0.26; number 7, C, carries -0.10; number 8, H, carries 0.06; number 9, H, carries 0.06; number 10, H, carries 0.09; number 11, H, carries 0.07; number 12, H, carries 0.05; number 13, H, carries 0.10; number 14, H, carries 0.12; number 15, H, carries 0.10; number 16, H, carries 0.11; number 17, H, carries 0.10; number 18, H, carries 0.10; number 19, H, carries 0.06; number 20, H, carries 0.06; number 21, H, carries 0.06; number 22, O, carries -0.05; number 23, H, carries 0.04; number 24, H, carries 0.01

***

Record 2
Formula: C7H16O2
Source: the OMol25 dataset
Level of theory: ωB97M-V/def2-TZVPD

Geometry (Å):
C  1.5422  1.0435  -0.9855
C  1.8241  0.3777  0.1339
C  2.5236  1.0262  1.2940
C  2.1034  -1.2259  -0.0140
O  1.1471  -1.8652  -0.7504
H  1.5959  2.1209  -1.0529
H  1.1292  0.5244  -1.8380
H  2.0301  0.7654  2.2297
H  3.5560  0.6761  1.3685
H  2.5512  2.1101  1.1880
H  2.1643  -1.5961  1.0208
H  3.0811  -1.3317  -0.4986
H  0.2084  -1.5578  -0.3332
C  -2.6566  0.7895  0.6476
C  -1.7276  0.0078  -0.2738
C  -2.4739  -1.0044  -1.1336
O  -0.7718  -0.7104  0.5051
H  -2.0918  1.4960  1.2567
H  -3.1879  0.1065  1.3097
H  -3.3869  1.3461  0.0626
H  -1.1923  0.7142  -0.9266
H  -3.2171  -0.4997  -1.7462
H  -1.7770  -1.5357  -1.7780
H  -2.9738  -1.7312  -0.4966
H  0.0002  -0.0460  0.8109

Computed properties:
Max |F| (eV Å⁻¹): 3.29
SMILES: C=C(C)CO.CC(C)O
Spin multiplicity: 1
ΔE to the lowest compared entry with this formula, charge and spin (kcal/mol): 53.4
Electronic energy (eV): -11611.93575
E_HOMO (eV): -9.314
Gap between HOMO and LUMO (eV): 10.0

Here is what Löwdin gives for the atomic charges, in e: number 1, C, carries 0.04; number 2, C, carries -0.36; number 3, C, carries -0.08; number 4, C, carries -0.27; number 5, O, carries -0.12; number 6, H, carries 0.07; number 7, H, carries 0.07; number 8, H, carries 0.08; number 9, H, carries 0.09; number 10, H, carries 0.08; number 11, H, carries 0.11; number 12, H, carries 0.12; number 13, H, carries 0.09; number 14, C, carries -0.05; number 15, C, carries -0.49; number 16, C, carries -0.04; number 17, O, carries -0.11; number 18, H, carries 0.08; number 19, H, carries 0.08; number 20, H, carries 0.08; number 21, H, carries 0.13; number 22, H, carries 0.08; number 23, H, carries 0.08; number 24, H, carries 0.09; number 25, H, carries 0.14

***

Record 3
Formula: C7H16O2
Source: the OMol25 dataset
Level of theory: ωB97M-V/def2-TZVPD

Geometry (Å):
C  -0.7661  -0.0107  0.1713
C  0.3655  0.3015  -0.5991
C  1.1647  0.0875  1.1850
C  -1.5828  1.0142  0.9001
C  -1.1871  -1.4384  0.3438
C  0.7974  1.6652  -1.0581
C  2.2312  -0.9673  0.9936
O  -1.4445  0.2709  -1.9363
O  -1.4238  -1.0827  -2.5151
H  -1.9704  -0.9362  -3.2971
H  0.7873  -0.5273  -1.1547
H  0.5610  -0.1238  2.0661
H  1.5661  1.0902  1.3143
H  -1.9890  -1.6247  -0.3762
H  -2.5440  1.0794  0.3864
H  -1.7720  0.7073  1.9308
H  -1.1301  2.0036  0.9039
H  -0.3948  -2.1400  0.0823
H  -1.5293  -1.6406  1.3600
H  1.8866  1.7515  -1.0181
H  0.3651  2.4717  -0.4675
H  0.4711  1.7827  -2.0900
H  2.8812  -1.0154  1.8738
H  2.8619  -0.7574  0.1277
H  1.7950  -1.9614  0.8732

Computed properties:
Max |F| (eV Å⁻¹): 2.56
Spin multiplicity: 1
ΔE to the lowest compared entry with this formula, charge and spin (kcal/mol): 161.5
Electronic energy (eV): -11607.24671
E_HOMO (eV): -7.264
Gap between HOMO and LUMO (eV): 8.0

Here is what Löwdin gives for the atomic charges, in e: number 1, C, carries -0.33; number 2, C, carries -0.22; number 3, C, carries -0.11; number 4, C, carries -0.02; number 5, C, carries -0.03; number 6, C, carries -0.05; number 7, C, carries -0.13; number 8, O, carries -0.33; number 9, O, carries -0.19; number 10, H, carries 0.06; number 11, H, carries 0.14; number 12, H, carries 0.09; number 13, H, carries 0.09; number 14, H, carries 0.09; number 15, H, carries 0.11; number 16, H, carries 0.09; number 17, H, carries 0.08; number 18, H, carries 0.09; number 19, H, carries 0.09; number 20, H, carries 0.09; number 21, H, carries 0.08; number 22, H, carries 0.09; number 23, H, carries 0.08; number 24, H, carries 0.08; number 25, H, carries 0.07

***

Record 4
Formula: C7H16O3S
Source: the OMol25 dataset
Level of theory: ωB97M-V/def2-TZVPD

Geometry (Å):
C  -1.7972  2.0686  -1.1805
C  -1.8638  0.7686  -0.4015
C  -0.5006  0.5339  0.3317
C  -0.6765  0.4129  1.8423
C  0.1646  -0.7453  -0.4475
C  -0.6730  -2.0809  -0.3369
C  1.4996  -1.0078  0.0916
O  2.2303  -1.9332  -0.8450
S  2.7769  0.2961  0.4154
O  2.6038  0.8302  1.7119
O  2.9784  1.1669  -0.6836
H  -0.8936  2.0735  -1.7428
H  -2.7014  2.4620  -1.7988
H  -1.6940  3.0368  -0.5226
H  -2.1814  0.0017  -1.1062
H  -2.6936  0.8162  0.3878
H  0.0812  1.4843  0.0768
H  -1.5865  0.0153  2.3474
H  0.1251  -0.1358  2.4267
H  -0.5247  1.4691  2.2328
H  0.2319  -0.4542  -1.4629
H  -0.0549  -2.9702  -0.7057
H  -1.4388  -2.2528  -1.1316
H  -0.9188  -2.0741  0.6950
H  1.5417  -1.4977  1.1441
H  2.2185  -1.5665  -1.7931
H  3.7467  -0.7177  0.4553

Computed properties:
Max |F| (eV Å⁻¹): 4.00
SMILES: CC[C@@H](C)[C@H](C)[C@@H](O)[SH](=O)=O
Spin multiplicity: 1
ΔE to the lowest compared entry with this formula, charge and spin (kcal/mol): 2.2
Electronic energy (eV): -24493.32123
E_HOMO (eV): -10.498
Gap between HOMO and LUMO (eV): 11.1

Here is what Löwdin gives for the atomic charges, in e: number 1, C, carries -0.14; number 2, C, carries -0.25; number 3, C, carries -0.31; number 4, C, carries -0.09; number 5, C, carries -0.31; number 6, C, carries -0.03; number 7, C, carries -0.40; number 8, O, carries -0.13; number 9, S, carries 0.68; number 10, O, carries -0.33; number 11, O, carries -0.32; number 12, H, carries 0.05; number 13, H, carries 0.10; number 14, H, carries 0.10; number 15, H, carries 0.09; number 16, H, carries 0.13; number 17, H, carries 0.14; number 18, H, carries 0.08; number 19, H, carries 0.08; number 20, H, carries 0.10; number 21, H, carries 0.13; number 22, H, carries 0.10; number 23, H, carries 0.09; number 24, H, carries 0.07; number 25, H, carries 0.16; number 26, H, carries 0.14; number 27, H, carries 0.10

***

Record 5
Formula: C7H16O4
Source: the OMol25 dataset
Level of theory: ωB97M-V/def2-TZVPD

Geometry (Å):
C  -3.5626  -1.3305  -0.2340
C  -2.9956  0.9374  0.3135
C  -1.5763  1.2772  -0.6239
C  1.4166  0.0397  -0.1793
C  1.4407  1.2839  0.5246
C  1.4372  -1.2553  0.8263
C  3.9360  -0.2733  -0.4317
H  -2.2276  -1.6432  -0.1479
H  -4.1118  -1.9962  -1.4240
H  -4.3125  -1.7040  0.9162
H  -2.5425  0.4057  1.2375
H  -3.5229  1.9370  0.2653
H  -1.7330  1.7532  -1.8495
H  -0.7689  1.9267  0.1351
H  2.0938  1.1076  1.5085
H  1.7983  2.2044  -0.0865
H  0.2756  1.8319  0.7830
H  1.8727  -1.3193  1.7921
H  1.9077  -2.1622  0.3194
H  0.2091  -1.5109  0.8890
H  4.7497  -0.6338  -1.3471
H  3.9265  -1.2291  0.3009
H  4.1956  0.8665  0.1410
O  -3.8550  0.0210  -0.4918
O  -1.0035  -0.3436  -0.7514
O  0.3234  -0.3115  -1.2607
O  2.6295  0.1206  -1.1245

Computed properties:
Max |F| (eV Å⁻¹): 6.37
Spin multiplicity: 1
ΔE to the lowest compared entry with this formula, charge and spin (kcal/mol): 321.4
Electronic energy (eV): -15693.71748
E_HOMO (eV): -9.366
Gap between HOMO and LUMO (eV): 9.9

Here is what Löwdin gives for the atomic charges, in e: number 1, C, carries -0.22; number 2, C, carries -0.15; number 3, C, carries 0.00; number 4, C, carries -0.47; number 5, C, carries -0.08; number 6, C, carries -0.03; number 7, C, carries -0.10; number 8, H, carries 0.15; number 9, H, carries 0.17; number 10, H, carries 0.14; number 11, H, carries 0.13; number 12, H, carries 0.12; number 13, H, carries 0.19; number 14, H, carries 0.08; number 15, H, carries 0.13; number 16, H, carries 0.12; number 17, H, carries 0.11; number 18, H, carries 0.04; number 19, H, carries 0.09; number 20, H, carries 0.14; number 21, H, carries 0.13; number 22, H, carries 0.09; number 23, H, carries 0.14; number 24, O, carries -0.32; number 25, O, carries -0.26; number 26, O, carries -0.12; number 27, O, carries -0.22

***

Record 6
Formula: C7H16OP
Source: the OMol25 dataset
Level of theory: ωB97M-V/def2-TZVPD

Geometry (Å):
C  -0.9827  0.4704  -1.4804
C  -1.9785  -0.1935  -2.3445
C  -0.0877  2.3913  0.9879
C  2.4738  -0.6920  0.8468
C  -0.7625  -1.9863  0.4581
C  -0.4756  0.9736  1.3921
C  1.6361  -0.3867  -0.3561
O  -0.5543  1.6062  -1.6732
P  -0.1793  -0.3631  0.0080
H  -3.0791  -0.0718  -2.0598
H  -1.8506  -1.2828  -2.2439
H  -1.8862  0.0453  -3.3176
H  -0.5466  3.1665  1.6941
H  1.0159  2.4248  1.0442
H  -0.5212  2.6831  -0.0068
H  2.2808  0.1595  1.5982
H  2.0905  -1.6469  1.3056
H  3.5646  -0.7302  0.6726
H  -0.9280  -2.0136  1.4937
H  0.0012  -2.7997  0.2219
H  -1.6642  -2.2984  -0.0746
H  -1.5425  0.8773  1.7088
H  0.3114  0.5545  2.0441
H  1.7302  -1.3582  -0.9097
H  1.9345  0.4709  -1.0096

Computed properties:
Max |F| (eV Å⁻¹): 4.68
Spin multiplicity: 1
ΔE to the lowest compared entry with this formula, charge and spin (kcal/mol): 0.0
Electronic energy (eV): -18847.25799
Charge: +1
E_HOMO (eV): -14.004
Gap between HOMO and LUMO (eV): 10.0

Here is what Löwdin gives for the atomic charges, in e: number 1, C, carries -0.46; number 2, C, carries -0.02; number 3, C, carries -0.13; number 4, C, carries -0.15; number 5, C, carries -0.17; number 6, C, carries -0.27; number 7, C, carries -0.34; number 8, O, carries 0.04; number 9, P, carries 1.06; number 10, H, carries 0.14; number 11, H, carries 0.08; number 12, H, carries 0.05; number 13, H, carries 0.11; number 14, H, carries 0.08; number 15, H, carries 0.07; number 16, H, carries 0.09; number 17, H, carries 0.09; number 18, H, carries 0.10; number 19, H, carries 0.04; number 20, H, carries 0.10; number 21, H, carries 0.07; number 22, H, carries 0.11; number 23, H, carries 0.07; number 24, H, carries 0.10; number 25, H, carries 0.12

***

What did the fifth record say?
Formula: C7H16O4
Source: the OMol25 dataset
Level of theory: ωB97M-V/def2-TZVPD

Geometry (Å):
C  -3.5626  -1.3305  -0.2340
C  -2.9956  0.9374  0.3135
C  -1.5763  1.2772  -0.6239
C  1.4166  0.0397  -0.1793
C  1.4407  1.2839  0.5246
C  1.4372  -1.2553  0.8263
C  3.9360  -0.2733  -0.4317
H  -2.2276  -1.6432  -0.1479
H  -4.1118  -1.9962  -1.4240
H  -4.3125  -1.7040  0.9162
H  -2.5425  0.4057  1.2375
H  -3.5229  1.9370  0.2653
H  -1.7330  1.7532  -1.8495
H  -0.7689  1.9267  0.1351
H  2.0938  1.1076  1.5085
H  1.7983  2.2044  -0.0865
H  0.2756  1.8319  0.7830
H  1.8727  -1.3193  1.7921
H  1.9077  -2.1622  0.3194
H  0.2091  -1.5109  0.8890
H  4.7497  -0.6338  -1.3471
H  3.9265  -1.2291  0.3009
H  4.1956  0.8665  0.1410
O  -3.8550  0.0210  -0.4918
O  -1.0035  -0.3436  -0.7514
O  0.3234  -0.3115  -1.2607
O  2.6295  0.1206  -1.1245

Computed properties:
Max |F| (eV Å⁻¹): 6.37
Spin multiplicity: 1
ΔE to the lowest compared entry with this formula, charge and spin (kcal/mol): 321.4
Electronic energy (eV): -15693.71748
E_HOMO (eV): -9.366
Gap between HOMO and LUMO (eV): 9.9

Here is what Löwdin gives for the atomic charges, in e: number 1, C, carries -0.22; number 2, C, carries -0.15; number 3, C, carries 0.00; number 4, C, carries -0.47; number 5, C, carries -0.08; number 6, C, carries -0.03; number 7, C, carries -0.10; number 8, H, carries 0.15; number 9, H, carries 0.17; number 10, H, carries 0.14; number 11, H, carries 0.13; number 12, H, carries 0.12; number 13, H, carries 0.19; number 14, H, carries 0.08; number 15, H, carries 0.13; number 16, H, carries 0.12; number 17, H, carries 0.11; number 18, H, carries 0.04; number 19, H, carries 0.09; number 20, H, carries 0.14; number 21, H, carries 0.13; number 22, H, carries 0.09; number 23, H, carries 0.14; number 24, O, carries -0.32; number 25, O, carries -0.26; number 26, O, carries -0.12; number 27, O, carries -0.22